This record from the Open Molecules 2025 dataset describes a molecular structure, C32H34As2BF6N3O3RuS2. The level of theory is ωB97M-V/def2-TZVPD.

Structure (ORCA input):
```
! wB97M-V def2-TZVPD RIJCOSX def2/J DEFGRID3
* xyz -2 1
Ru 0.307 0.210 -0.351
S 2.511 0.059 0.638
C 1.825 -0.474 2.077
S 0.120 -0.596 1.913
C 2.507 -0.785 3.261
C 3.900 -0.561 3.420
N 5.027 -0.379 3.598
C 1.821 -1.349 4.369
N 1.281 -1.823 5.275
C -0.190 -4.022 0.474
As -1.874 -3.096 0.439
C -3.045 -4.203 -0.619
C -2.532 -3.210 2.248
O -1.938 -1.549 -0.122
H -0.314 -4.928 1.070
H 0.556 -3.374 0.932
H 0.116 -4.282 -0.537
H -2.995 -5.251 -0.323
H -2.743 -4.084 -1.659
H -4.060 -3.827 -0.502
H -2.702 -4.245 2.542
H -3.460 -2.642 2.303
H -1.797 -2.744 2.903
N -1.685 0.835 -1.154
H -2.063 -0.021 -1.550
H -1.636 1.536 -1.882
H -2.294 1.131 -0.405
C 0.544 2.064 0.095
C 0.961 3.180 0.524
C 1.410 4.346 1.010
C 2.287 4.305 2.204
C 3.212 5.312 2.499
C 4.025 5.233 3.621
C 3.954 4.136 4.467
C 3.082 3.099 4.154
C 2.260 3.184 3.045
C 1.020 5.609 0.342
C 0.955 6.832 1.020
C 0.538 7.990 0.379
C 0.161 7.961 -0.956
C 0.196 6.749 -1.637
C 0.620 5.596 -1.001
H 3.328 6.146 1.818
H 4.732 6.030 3.824
H 4.584 4.077 5.345
H 3.049 2.210 4.772
H 1.583 2.372 2.808
H 1.193 6.867 2.074
H 0.500 8.922 0.931
H -0.181 8.862 -1.452
H -0.110 6.701 -2.676
H 0.650 4.656 -1.537
F -0.284 0.301 -3.474
As -1.288 -0.197 -4.816
F -2.145 -1.329 -3.822
F -2.454 1.025 -4.354
F -2.291 -0.658 -6.165
F -0.492 0.981 -5.820
F -0.122 -1.394 -5.275
C 0.052 -6.893 -4.991
C 1.387 -6.164 -5.203
C 1.316 -5.351 -6.504
C 2.480 -7.222 -5.361
C 1.653 -5.212 -4.037
C 2.821 -5.264 -3.277
C 3.093 -4.340 -2.259
C 2.156 -3.363 -2.026
O 2.163 -2.342 -1.131
B 0.947 -1.609 -1.307
O 0.219 -2.291 -2.318
C 0.974 -3.323 -2.756
C 0.699 -4.222 -3.756
H -0.128 -7.598 -5.808
H -0.783 -6.194 -4.960
H 0.067 -7.450 -4.052
H 1.117 -6.009 -7.356
H 2.261 -4.832 -6.679
H 0.530 -4.596 -6.459
H 2.228 -7.878 -6.198
H 2.572 -7.839 -4.465
H 3.450 -6.767 -5.571
H 3.560 -6.029 -3.470
H 4.008 -4.391 -1.682
H -0.223 -4.126 -4.314
*
```

Results
E_HOMO (spin up / spin down), eV: -1.70 / -1.68
LUMO (spin up / spin down), eV: 3.64 / 3.69
Relative energy (zero: lowest compared OMol25 entry of this formula, charge and spin), kcal per mole: 76.1